one | The following is a DFT calculation (the ωB97M-V functional and the def2-TZVPD basis) of 2 unconnected molecules or ions with the total composition C4H12.

Results
charge: -1
E_HOMO (alpha / beta): 1.54 / -7.91 eV
⟨S²⟩: 0.75
frontier orbital gap (alpha / beta): 2.76 / 12.33 eV
2S+1: 2
LUMO (alpha / beta): 4.30 / 4.42 eV

Last columns: bonded neighbours and bond lengths (Å).
Geometry (Å):
1 C 0.87 1.96 1.20  C2 1.526, H3 1.100, H4 1.099, H5 1.086
2 C 1.11 2.61 -0.16  C1 1.526, H6 1.099, H7 1.090, H8 1.092
3 H 1.81 1.50 1.56  C1 1.100
4 H 0.54 2.68 1.96  C1 1.099
5 H 0.13 1.18 1.07  C1 1.086
6 H 1.85 3.42 -0.08  C2 1.099
7 H 0.18 3.05 -0.52  C2 1.090
8 H 1.47 1.85 -0.85  C2 1.092
9 C -0.79 -1.78 0.05  C10 1.548, H11 1.091, H12 1.094, H13 1.097
10 C -1.14 -2.77 -1.10  C9 1.548, H14 1.096, H15 1.095, H16 1.086
11 H 0.27 -1.52 0.01  C9 1.091
12 H -1.49 -0.94 -0.02  C9 1.094
13 H -1.04 -2.24 1.01  C9 1.097
14 H -1.12 -2.24 -2.06  C10 1.096
15 H -2.16 -3.13 -0.96  C10 1.095
16 H -0.47 -3.62 -1.12  C10 1.086

two | The following is a DFT calculation (the ωB97M-V functional and the def2-TZVPD basis) of 2 unconnected molecules or ions with the total composition C4H12.

Results
charge: -1
E_HOMO (alpha / beta): 1.58 / -7.87 eV
⟨S²⟩: 0.75
frontier orbital gap (alpha / beta): 2.76 / 12.38 eV
2S+1: 2
LUMO (alpha / beta): 4.34 / 4.51 eV

Last columns: bonded neighbours and bond lengths (Å).
Geometry (Å):
1 C 1.25 -2.11 0.96  C2 1.541, H3 1.086, H4 1.096, H5 1.091
2 C 1.40 -1.19 -0.26  C1 1.541, H6 1.083, H7 1.084, H8 1.101
3 H 1.91 -1.77 1.75  C1 1.086
4 H 0.23 -2.10 1.38  C1 1.096
5 H 1.53 -3.13 0.71  C1 1.091
6 H 1.02 -0.20 -0.04  C2 1.083
7 H 0.92 -1.58 -1.15  C2 1.084
8 H 2.48 -1.07 -0.46  C2 1.101
9 C -1.82 1.20 0.02  C10 1.520, H11 1.091, H12 1.096, H13 1.097
10 C -0.83 2.09 -0.72  C9 1.520, H14 1.093, H15 1.097, H16 1.095
11 H -1.38 0.44 0.67  C9 1.091
12 H -2.55 1.75 0.62  C9 1.096
13 H -2.46 0.66 -0.69  C9 1.097
14 H -1.29 3.06 -0.94  C10 1.093
15 H -0.51 1.65 -1.68  C10 1.097
16 H 0.10 2.30 -0.18  C10 1.095

three | The following is a DFT calculation (the ωB97M-V functional and the def2-TZVPD basis) of 2 unconnected molecules or ions with the total composition C4H12.

Results
charge: -1
E_HOMO (alpha / beta): 1.60 / -7.70 eV
⟨S²⟩: 0.75
frontier orbital gap (alpha / beta): 2.80 / 12.20 eV
2S+1: 2
LUMO (alpha / beta): 4.39 / 4.50 eV

Last columns: bonded neighbours and bond lengths (Å).
Geometry (Å):
1 C -1.13 -0.35 2.63  C2 1.557, H3 1.095, H4 1.088, H5 1.094
2 C 0.04 -0.66 1.66  C1 1.557, H6 1.092, H7 1.095, H8 1.094
3 H -1.00 0.67 3.02  C1 1.095
4 H -2.09 -0.60 2.16  C1 1.088
5 H -1.03 -0.97 3.52  C1 1.094
6 H -0.30 -0.49 0.63  C2 1.092
7 H 0.35 -1.71 1.75  C2 1.095
8 H 0.91 -0.03 1.88  C2 1.094
9 C 0.54 -0.24 -2.20  C10 1.548, H11 1.091, H12 1.093, H13 1.086
10 C 0.50 1.30 -2.12  C9 1.548, H14 1.092, H15 1.087, H16 1.093
11 H -0.24 -0.61 -2.86  C9 1.091
12 H 1.50 -0.62 -2.57  C9 1.093
13 H 0.38 -0.72 -1.24  C9 1.086
14 H 0.48 1.64 -1.08  C10 1.092
15 H -0.36 1.69 -2.66  C10 1.087
16 H 1.44 1.70 -2.51  C10 1.093

According to the calculations, the structures order from most to least stable as one, two, three.

one | The following is a DFT calculation (the ωB97M-V functional and the def2-TZVPD basis) of 2 unconnected molecules or ions with the total composition C4H12.

Results
charge: -1
E_HOMO (alpha / beta): 1.52 / -7.86 eV
⟨S²⟩: 0.75
frontier orbital gap (alpha / beta): 2.81 / 12.36 eV
2S+1: 2
LUMO (alpha / beta): 4.33 / 4.50 eV

Last columns: bonded neighbours and bond lengths (Å).
Geometry (Å):
1 C 0.05 -2.40 -1.94  C2 1.533, H3 1.095, H4 1.095, H5 1.093
2 C -0.10 -0.87 -1.84  C1 1.533, H6 1.087, H7 1.091, H8 1.101
3 H 0.05 -2.85 -0.94  C1 1.095
4 H -0.80 -2.85 -2.46  C1 1.095
5 H 0.94 -2.66 -2.52  C1 1.093
6 H -0.59 -0.49 -2.73  C2 1.087
7 H 0.80 -0.35 -1.51  C2 1.091
8 H -0.82 -0.64 -1.04  C2 1.101
9 C 0.36 1.10 2.29  C10 1.520, H11 1.097, H12 1.093, H13 1.099
10 C -0.23 2.23 1.46  C9 1.520, H14 1.092, H15 1.090, H16 1.098
11 H 1.35 1.31 2.71  C9 1.097
12 H -0.29 0.76 3.09  C9 1.093
13 H 0.53 0.20 1.67  C9 1.099
14 H -0.29 3.16 2.02  C10 1.092
15 H 0.31 2.37 0.52  C10 1.090
16 H -1.27 1.98 1.22  C10 1.098

two | The following is a DFT calculation (the ωB97M-V functional and the def2-TZVPD basis) of 2 unconnected molecules or ions with the total composition C4H12.

Results
charge: -1
E_HOMO (alpha / beta): 1.55 / -7.68 eV
⟨S²⟩: 0.75
frontier orbital gap (alpha / beta): 2.79 / 12.24 eV
2S+1: 2
LUMO (alpha / beta): 4.34 / 4.56 eV

Last columns: bonded neighbours and bond lengths (Å).
Geometry (Å):
1 C 2.17 1.13 -1.33  C2 1.507, H3 1.069, H4 1.054, H5 1.068
2 C 1.39 -0.16 -1.41  C1 1.507, H6 1.132, H7 1.020, H8 1.115
3 H 3.19 0.98 -1.04  C1 1.069
4 H 2.11 1.65 -2.25  C1 1.054
5 H 1.87 1.60 -0.42  C1 1.068
6 H 1.97 -1.02 -1.86  C2 1.132
7 H 0.44 0.05 -1.71  C2 1.020
8 H 1.23 -0.45 -0.34  C2 1.115
9 C -2.01 0.11 0.90  C10 1.483, H11 1.053, H12 1.115, H13 1.035
10 C -1.49 -0.99 1.74  C9 1.483, H14 1.103, H15 1.077, H16 1.035
11 H -1.40 0.76 0.34  C9 1.053
12 H -2.65 -0.34 0.10  C9 1.115
13 H -2.69 0.77 1.32  C9 1.035
14 H -1.96 -1.97 1.52  C10 1.103
15 H -1.68 -0.89 2.79  C10 1.077
16 H -0.48 -1.23 1.65  C10 1.035

According to the calculations, the structures order from most to least stable as one, two.

one | The following is a DFT calculation (the ωB97M-V functional and the def2-TZVPD basis) of 2 unconnected molecules or ions with the total composition C4H12.

Results
charge: -1
E_HOMO (alpha / beta): 1.50 / -7.41 eV
⟨S²⟩: 0.75
frontier orbital gap (alpha / beta): 2.79 / 11.88 eV
2S+1: 2
LUMO (alpha / beta): 4.29 / 4.47 eV

Last columns: bonded neighbours and bond lengths (Å).
Geometry (Å):
1 C -0.85 -1.50 -1.71  C2 1.495, H3 1.120, H4 1.093, H5 1.079
2 C -0.57 -2.23 -0.43  C1 1.495, H6 1.112, H7 1.084, H8 1.117
3 H 0.18 -1.31 -2.10  C1 1.120
4 H -1.55 -2.01 -2.38  C1 1.093
5 H -1.34 -0.57 -1.48  C1 1.079
6 H 0.33 -1.87 0.10  C2 1.112
7 H -1.26 -1.95 0.36  C2 1.084
8 H -0.63 -3.34 -0.31  C2 1.117
9 C 0.67 1.54 0.27  C10 1.572, H11 1.162, H12 1.119, H13 1.096
10 C 0.81 2.10 1.73  C9 1.572, H14 1.093, H15 1.068, H16 1.111
11 H -0.41 1.14 0.11  C9 1.162
12 H 0.69 2.47 -0.34  C9 1.119
13 H 1.51 0.91 -0.06  C9 1.096
14 H 0.63 1.19 2.31  C10 1.093
15 H 1.73 2.53 2.04  C10 1.068
16 H 0.06 2.91 1.88  C10 1.111

two | The following is a DFT calculation (the ωB97M-V functional and the def2-TZVPD basis) of 2 unconnected molecules or ions with the total composition C4H12.

Results
charge: -1
E_HOMO (alpha / beta): 1.49 / -7.79 eV
⟨S²⟩: 0.75
frontier orbital gap (alpha / beta): 2.90 / 12.24 eV
2S+1: 2
LUMO (alpha / beta): 4.39 / 4.45 eV

Last columns: bonded neighbours and bond lengths (Å).
Geometry (Å):
1 C -1.69 0.65 -1.80  C2 1.522, H3 1.093, H4 1.089, H5 1.090
2 C -1.74 -0.78 -2.33  C1 1.522, H6 1.100, H7 1.096, H8 1.085
3 H -2.58 1.23 -2.07  C1 1.093
4 H -1.47 0.73 -0.73  C1 1.089
5 H -0.85 1.17 -2.24  C1 1.090
6 H -1.17 -1.47 -1.69  C2 1.100
7 H -1.27 -0.83 -3.32  C2 1.096
8 H -2.74 -1.20 -2.41  C2 1.085
9 C 2.23 0.52 1.79  C10 1.508, H11 1.089, H12 1.089, H13 1.089
10 C 1.21 -0.36 2.46  C9 1.508, H14 1.096, H15 1.094, H16 1.108
11 H 2.73 -0.04 1.00  C9 1.089
12 H 1.74 1.34 1.26  C9 1.089
13 H 3.05 0.92 2.39  C9 1.089
14 H 0.61 0.08 3.26  C10 1.096
15 H 1.44 -1.38 2.79  C10 1.094
16 H 0.49 -0.59 1.64  C10 1.108

three | The following is a DFT calculation (the ωB97M-V functional and the def2-TZVPD basis) of 2 unconnected molecules or ions with the total composition C4H12.

Results
charge: -1
E_HOMO (alpha / beta): 1.47 / -6.88 eV
⟨S²⟩: 0.75
frontier orbital gap (alpha / beta): 2.76 / 11.16 eV
2S+1: 2
LUMO (alpha / beta): 4.23 / 4.27 eV

Last columns: bonded neighbours and bond lengths (Å).
Geometry (Å):
1 C 1.70 -0.75 0.24  C2 1.553, H3 1.087, H4 1.026, H5 1.190
2 C 2.81 -1.70 0.76  C1 1.553, H6 1.130, H7 1.158, H8 1.116
3 H 1.91 0.30 0.05  C1 1.087
4 H 1.21 -1.07 -0.61  C1 1.026
5 H 0.83 -0.99 1.01  C1 1.190
6 H 2.25 -2.53 1.29  C2 1.130
7 H 3.22 -2.05 -0.26  C2 1.158
8 H 3.55 -1.15 1.39  C2 1.116
9 C -2.05 1.95 -0.53  C10 1.494, H11 1.137, H12 1.091, H13 1.131
10 C -2.30 0.48 -0.46  C9 1.494, H14 1.105, H15 1.150, H16 1.021
11 H -2.04 2.62 0.40  C9 1.137
12 H -0.98 2.11 -0.71  C9 1.091
13 H -2.80 2.44 -1.22  C9 1.131
14 H -3.39 0.44 -0.27  C10 1.105
15 H -1.61 -0.09 0.26  C10 1.150
16 H -2.31 -0.01 -1.35  C10 1.021

According to the calculations, the structures order from most to least stable as two, one, three.